A cluster of 11 separate species, C25H45Cl4F18N3O13S in total in a non-equilibrium geometry. Source: the OMol25 dataset; level of theory: ωB97M-V/def2-TZVPD.

Summary:
frontier orbital gap	6.7	eV
HOMO energy	-0.5159	hartree
charge	+2

```
109
Properties=species:S:1:pos:R:3:forces:R:3:lowdin_charge:R:1
N 2.2668 3.7395 2.2507 0.119 -0.113 -0.185 0.309
H 1.8891 2.7644 2.1641 0.159 -0.305 -0.415 0.064
H 3.0331 3.8706 1.5928 0.370 -0.293 0.162 0.152
H 2.5918 3.9293 3.1990 -0.115 0.338 0.030 0.163
H 1.5343 4.3612 1.9229 -0.115 0.373 0.585 0.136
N -1.3131 2.5687 2.5364 -0.266 0.280 1.016 0.287
H -0.9869 3.3310 1.9572 -0.063 0.141 0.019 0.118
H -1.2909 1.7026 1.9627 -0.151 -0.420 -0.196 0.044
H -2.2590 2.7942 2.8635 -0.366 -0.143 -0.438 0.121
H -0.7350 2.4416 3.3678 0.185 -0.208 -0.073 0.105
N 1.2952 4.0009 -1.5848 1.152 0.476 0.449 0.298
H 1.1511 2.9807 -1.4480 -0.552 -0.356 -0.261 0.064
H 2.2374 4.1939 -1.2493 0.302 -0.050 -0.425 0.136
H 0.7029 4.5711 -0.9907 -0.650 -0.049 -0.471 0.138
H 1.2668 4.2747 -2.5739 -0.415 -0.309 -0.196 0.116
C 1.0801 -1.0189 0.1796 0.781 0.963 -0.267 -0.645
F 1.0752 -1.5810 1.3735 -0.248 0.085 -0.346 0.158
F 2.3147 -1.0547 -0.3428 -0.137 0.201 0.494 0.138
F 0.2889 -1.6247 -0.6751 -0.508 -0.212 0.208 0.176
S 0.4971 0.7854 0.3096 -1.158 0.018 -1.186 0.593
O 1.2186 1.4991 1.3615 1.039 0.140 0.352 -0.363
O 0.7114 1.3647 -1.0307 0.176 -0.580 1.245 -0.320
O -0.8983 0.6619 0.6987 0.229 -0.309 -0.374 -0.313
C -5.2204 -3.3877 5.8920 0.256 0.814 0.192 -0.058
C -5.7797 -2.4845 4.7892 -0.497 -1.661 1.125 -0.196
O -4.6675 -2.1342 3.9771 1.828 0.545 -0.894 0.033
C -4.7944 -1.2182 3.0349 -1.747 0.837 0.992 -0.376
O -5.8103 -0.6027 2.8494 0.394 0.016 -0.599 0.171
C -3.5250 -0.8133 2.2408 0.259 -0.328 0.859 -0.527
F -2.4397 -1.4462 2.7037 -0.002 -0.184 -0.495 0.148
F -3.6907 -0.9993 0.9474 0.132 -0.488 -0.244 0.174
F -3.2604 0.5081 2.3869 -0.321 0.143 0.335 0.118
H -6.0333 -3.7374 6.5273 -0.046 -0.454 -0.339 0.086
H -4.6007 -2.8145 6.5857 0.130 0.168 -0.190 0.077
H -4.5815 -4.1653 5.4789 -0.363 -0.292 0.075 0.082
H -6.3144 -1.6746 5.2827 0.217 0.502 -0.671 0.134
H -6.4570 -3.0867 4.1830 -0.188 0.356 -0.120 0.136
C 4.5302 -0.8166 -2.7993 0.215 -0.125 -0.364 -0.038
C 3.6251 0.3770 -2.9664 -0.466 0.054 1.311 -0.222
O 3.7812 0.9254 -4.2682 -0.006 0.623 -1.198 0.060
C 3.2472 2.0988 -4.5688 -0.174 -0.144 0.459 -0.357
O 2.6669 2.8286 -3.8001 0.126 0.041 0.308 0.107
C 3.3448 2.4855 -6.0792 0.186 -1.061 0.475 -0.559
F 4.2136 3.4712 -6.2512 -0.124 0.066 -0.022 0.200
F 3.7187 1.4169 -6.7705 0.200 0.125 -0.309 0.190
F 2.1375 2.8489 -6.5003 -0.032 0.310 0.057 0.185
H 4.3514 -1.3159 -1.8477 -0.143 0.080 -0.021 0.070
H 5.5916 -0.5739 -2.8373 -0.061 0.205 -0.061 0.092
H 4.3262 -1.5205 -3.6064 0.034 -0.100 0.075 0.095
H 3.7756 1.1508 -2.2084 0.369 0.081 -0.130 0.121
H 2.5836 0.0810 -2.8110 -0.066 -0.046 -0.359 0.105
C -3.6501 1.5653 -1.2033 -0.133 0.110 0.395 -0.017
C -2.9066 2.8383 -0.7501 0.311 -1.689 -0.152 -0.198
O -3.8191 3.8462 -0.3934 -1.518 1.671 0.346 0.042
C -4.3626 3.9465 0.8273 1.431 -1.709 -0.392 -0.335
O -4.0212 3.2790 1.7733 0.218 0.271 0.065 0.131
C -5.4700 4.9769 0.9706 -0.533 0.730 -0.946 -0.564
F -5.6918 5.5895 -0.1904 -0.109 -0.014 -0.043 0.185
F -6.5940 4.3940 1.3680 0.307 0.045 0.164 0.207
F -5.0900 5.9067 1.8453 0.002 -0.139 0.357 0.185
H -4.1835 1.7184 -2.1403 0.008 0.177 0.036 0.090
H -4.3703 1.2659 -0.4403 -0.101 0.172 0.006 0.084
H -3.0207 0.6826 -1.3180 0.411 0.283 -0.043 0.074
H -2.2936 3.2209 -1.5663 -0.144 0.282 0.027 0.116
H -2.2525 2.6147 0.0915 -0.033 -0.085 0.052 0.071
C -0.1958 -0.6150 -4.7224 -0.425 -0.593 -1.487 -0.048
C -0.1890 0.7665 -4.1036 -0.262 -1.830 1.099 -0.204
O -1.0960 1.5875 -4.8354 -0.117 1.541 -0.359 0.062
C -1.1388 2.9081 -4.6129 0.163 -1.218 -0.260 -0.345
O -0.4265 3.5312 -3.8743 0.177 0.071 0.533 0.124
C -2.2337 3.6313 -5.4476 0.105 -1.053 -0.570 -0.561
F -2.7706 2.8302 -6.3651 0.044 -0.017 0.158 0.187
F -3.2106 4.0426 -4.6420 0.132 0.328 0.175 0.181
F -1.6618 4.6440 -6.0768 -0.091 0.473 0.199 0.197
H 0.2627 -0.5966 -5.7142 0.408 0.014 0.154 0.089
H -1.1758 -1.0306 -4.9694 -0.373 0.523 0.415 0.090
H 0.2549 -1.4164 -4.1371 0.441 0.451 0.279 0.074
H 0.8490 1.0826 -4.0232 -0.282 0.831 -0.265 0.095
H -0.5860 0.6396 -3.0942 0.054 0.485 0.109 0.110
C 2.6583 -4.4281 1.1676 1.063 -0.769 1.562 -0.047
C 4.0838 -5.0230 0.9682 -1.689 1.080 -1.999 -0.202
O 4.7038 -5.2123 2.2241 0.450 -0.528 0.459 0.040
C 5.8057 -4.5069 2.5176 -1.028 0.787 -1.766 -0.361
O 6.2307 -3.6267 1.8174 0.286 -0.281 0.714 0.156
C 6.4186 -4.8933 3.8568 0.353 -0.415 0.319 -0.559
F 7.7425 -4.9756 3.7032 -0.232 0.122 0.195 0.183
F 6.1284 -3.9655 4.7753 0.115 0.261 -0.078 0.165
F 5.9637 -6.0524 4.3107 0.010 -0.166 -0.060 0.189
H 2.8086 -3.4766 1.6793 -0.296 0.273 -0.339 0.048
H 2.1726 -5.0570 1.9166 -0.268 -0.032 -0.134 0.083
H 2.0136 -4.3764 0.2940 0.355 0.102 -0.206 0.072
H 4.5946 -4.3403 0.2891 0.629 0.113 0.571 0.112
H 4.0090 -5.9266 0.3643 0.226 -0.555 0.769 0.130
Cl -3.7613 -3.3386 -1.7044 -0.416 0.148 0.010 0.565
C -2.1987 -4.0475 -1.2593 0.069 -0.213 -0.644 -0.658
C -1.3223 -4.1415 -2.4941 0.280 0.150 -0.066 -0.682
Cl -1.8853 -5.4180 -3.6190 0.135 0.387 0.249 0.568
H -2.3859 -5.0561 -0.8976 0.034 0.179 0.375 0.070
H -1.7799 -3.3733 -0.5153 0.190 -0.287 0.095 0.049
H -0.2861 -4.3649 -2.2396 -0.080 -0.238 0.167 0.064
H -1.3038 -3.1860 -3.0173 -0.202 -0.084 -0.152 0.040
Cl 0.2192 -0.0652 4.5069 -0.678 -0.040 -0.429 0.600
C 1.9664 0.0270 4.7164 0.445 -0.146 0.058 -0.676
C 2.7815 -1.1390 4.1806 -0.145 0.145 1.263 -0.633
Cl 2.3752 -2.6157 5.0867 -0.262 -0.239 -0.297 0.598
H 2.1153 0.0612 5.7936 0.145 0.261 -0.073 0.071
H 2.2947 0.9473 4.2325 0.116 0.027 0.130 0.045
H 3.7763 -0.9213 4.5686 0.304 0.042 -0.786 0.076
H 2.7147 -1.3143 3.1124 0.119 0.053 0.064 0.047
```
Positions in Å, forces in eV/Å.